Formula: C33H38BiN4S
Source: the OMol25 dataset
Level of theory: ωB97M-V with the def2-TZVPD basis set

Structure (XYZ):
```
77
Properties=species:S:1:pos:R:3:mulliken_charge:R:1
Bi -0.565 0.631 -0.440 0.975
N -1.471 -1.305 0.756 -0.295
N -0.430 -2.464 -1.640 0.661
C 2.080 0.892 -0.459 0.774
C 2.194 -0.453 0.020 -0.006
C 1.740 -0.483 1.357 1.028
C 1.686 -1.751 2.202 -1.053
H 1.612 -2.725 1.649 0.081
H 0.797 -1.960 2.908 0.250
H 2.474 -1.704 2.982 0.464
C 1.274 0.839 1.705 1.370
C 0.570 1.338 2.959 -1.091
H 1.326 1.569 3.725 0.493
H -0.060 0.617 3.588 0.736
H -0.244 2.112 2.865 0.118
C 1.456 1.693 0.576 -0.895
C 1.086 3.154 0.476 -1.276
H 0.223 3.438 1.106 0.280
H 0.871 3.483 -0.559 0.281
H 1.972 3.698 0.835 0.395
C 2.728 -1.632 -0.739 -1.677
H 3.804 -1.715 -0.492 0.452
H 2.650 -1.528 -1.835 0.264
H 2.257 -2.594 -0.464 0.254
C 2.548 1.432 -1.766 -1.482
H 1.830 2.103 -2.276 0.004
H 2.804 0.630 -2.475 0.301
H 3.463 2.014 -1.562 0.442
C -2.178 -0.604 1.919 -0.412
H -2.305 0.490 1.801 0.531
C -2.710 -1.487 2.925 -1.181
H -3.213 -0.955 3.717 0.330
C -2.290 -2.825 2.896 0.120
H -2.685 -3.483 3.661 0.342
C -1.547 -3.394 1.869 -1.659
H -1.383 -4.461 1.772 0.345
C -1.157 -2.659 0.723 1.123
C -0.423 -3.124 -0.405 -1.290
H -0.368 -4.204 -0.482 0.308
C -0.267 -1.091 -1.780 -1.073
C -0.420 -3.026 -2.924 -1.006
H -0.499 -4.072 -2.993 0.583
C -0.437 -2.025 -3.810 -0.475
H -0.521 -1.990 -4.855 0.615
N -0.378 -0.824 -3.135 0.973
C -0.589 0.514 -3.659 -0.271
C 0.398 1.095 -4.468 0.611
C 0.172 2.383 -4.968 -0.874
H 0.941 2.845 -5.588 0.307
C -1.017 3.069 -4.714 0.894
C -1.228 4.466 -5.222 -1.544
H -1.107 5.210 -4.424 0.291
H -2.237 4.601 -5.626 0.371
H -0.514 4.719 -6.009 0.368
C -2.015 2.438 -3.972 -1.230
H -2.973 2.933 -3.804 0.338
C -1.828 1.150 -3.450 1.574
C -2.955 0.415 -2.792 -1.023
H -3.404 -0.331 -3.466 0.317
H -3.755 1.107 -2.508 0.379
H -2.663 -0.120 -1.875 0.114
C 1.639 0.345 -4.841 -1.941
H 1.525 -0.147 -5.817 0.377
H 1.913 -0.439 -4.127 0.222
H 2.498 1.022 -4.937 0.479
S -0.597 -0.788 2.424 -0.151
C 0.182 -1.155 4.754 0.036
N -0.937 -1.456 5.426 0.080
C -1.106 -0.985 6.710 -0.706
C -0.166 -0.119 7.231 -0.381
C 0.999 0.190 6.533 -0.896
C 1.181 -0.359 5.260 -0.612
H -1.671 -2.041 5.013 0.247
H -2.011 -1.297 7.212 0.333
H -0.360 0.342 8.190 0.333
H 1.733 0.874 6.930 0.400
H 2.056 -0.079 4.681 0.535
```

The energy relative to the best compared isomer or geometry (same formula, charge and spin) is 0.0 kJ/mol. The HOMO-LUMO gap (spin up / spin down) is 3.2903 / 4.3327 eV. For the LUMO energy (spin up / spin down), the calculation gives 2.23 / 2.26 eV. For the molar mass, the calculation gives 731.742 g/mol. The calculation puts the highest occupied orbital energy (spin up / spin down) at -1.062 / -2.071 eV. The charge is -1. For the calculated total energy, the calculation gives -57458.63290 eV.



Formula: C9H14O3
Source: the OMol25 dataset
Level of theory: ωB97M-V with the def2-TZVPD basis set

Structure (XYZ):
```
26
Properties=species:S:1:pos:R:3:mulliken_charge:R:1
C 2.379 2.352 -4.018 0.268
C 1.825 1.832 -3.085 -1.237
C 1.112 1.229 -1.940 0.524
O 1.976 0.699 -0.971 -0.552
C 0.233 2.301 -1.329 0.033
O 0.351 2.620 -0.165 -0.454
H 2.876 2.803 -4.844 0.448
H 0.462 0.438 -2.318 0.233
H 1.859 1.270 -0.188 0.433
H -0.505 2.787 -1.994 0.383
C -1.741 -1.225 2.575 -1.615
C -0.811 -1.002 1.400 1.440
C -1.123 -1.854 0.193 -0.679
O -0.962 -3.215 0.545 -0.547
C -0.281 0.375 1.145 -0.626
C 0.626 -0.695 1.670 -0.828
H -1.459 -0.599 3.434 0.382
H -2.781 -0.979 2.308 0.330
H -1.715 -2.272 2.892 0.346
H -0.439 -1.568 -0.638 0.260
H -2.166 -1.642 -0.143 0.338
H -1.299 -3.746 -0.193 0.325
H -0.165 0.675 0.103 0.013
H -0.585 1.166 1.836 0.276
H 0.957 -0.631 2.713 0.272
H 1.377 -1.120 1.011 0.234
```

As for the structure (SMILES): C#C[C@@H](O)C=O.CC1(CO)CC1. The energy relative to the best compared isomer or geometry (same formula, charge and spin) is 283.9 kJ/mol. The HOMO-LUMO gap is 10.3266 eV. For the LUMO energy, the calculation gives 0.48 eV. For the molar mass, the calculation gives 170.208 g/mol. The calculation puts the highest occupied orbital energy at -9.850 eV. For the calculated total energy, the calculation gives -15698.53147 eV.



Formula: C44H29F14N3O6S5
Source: the OMol25 dataset
Level of theory: ωB97M-V with the def2-TZVPD basis set

Structure (XYZ):
```
101
Properties=species:S:1:pos:R:3:mulliken_charge:R:1
C -5.498 5.258 -2.499 -1.287
C -4.303 4.277 -2.759 -1.654
C -4.611 2.864 -2.265 0.396
C -4.611 2.502 -0.941 -0.154
C -4.317 3.594 0.092 -1.588
C -2.893 3.482 0.734 -0.803
C -1.761 3.336 -0.323 -1.099
S -1.456 1.558 -0.543 0.237
C 0.191 1.327 -1.118 -0.465
S 1.145 2.619 -1.424 -0.095
N 0.547 -0.051 -1.277 0.740
C 0.968 -0.384 -2.606 1.020
C 1.764 -1.519 -2.819 -0.428
C 2.154 -1.897 -4.096 -0.675
C 1.778 -1.170 -5.226 -0.507
C 0.994 -0.043 -5.018 -0.766
C 0.601 0.336 -3.744 -0.420
C 1.443 -0.526 -0.239 -0.634
C 1.007 -1.645 0.471 0.028
C 1.726 -2.201 1.520 -0.926
C 2.939 -1.609 1.885 -0.130
C 3.380 -0.511 1.163 -0.750
C 2.663 0.052 0.113 -0.203
C -4.885 1.120 -0.524 1.256
S -4.922 0.611 1.210 1.297
O -6.128 -0.153 1.391 -0.556
O -4.981 1.723 2.120 -0.653
C -3.404 -0.356 1.751 0.640
F -2.700 -0.890 0.753 -0.131
F -2.594 0.563 2.334 -0.282
C -3.721 -1.402 2.902 0.689
F -2.593 -1.444 3.661 -0.266
F -4.686 -0.982 3.711 -0.211
F -3.902 -2.630 2.448 -0.187
C -5.168 0.174 -1.494 -1.527
S -5.541 -1.564 -1.182 1.490
O -5.025 -2.294 -2.302 -0.634
O -4.963 -2.096 0.017 -0.458
C -7.397 -1.729 -1.050 0.712
F -7.753 -2.002 0.205 -0.256
F -7.889 -0.469 -1.274 -0.293
C -8.093 -2.636 -2.108 0.573
F -7.760 -2.150 -3.325 -0.220
F -9.424 -2.446 -1.983 -0.297
C -7.818 -4.174 -2.090 0.631
F -6.776 -4.544 -2.850 -0.224
F -8.898 -4.758 -2.681 -0.299
C -7.681 -4.865 -0.700 0.605
F -7.704 -6.199 -0.935 -0.275
F -6.539 -4.609 -0.076 -0.187
F -8.757 -4.621 0.058 -0.244
C -5.204 0.568 -2.861 0.706
N -5.500 -0.182 -3.942 -0.383
S -5.397 0.727 -5.239 0.116
N -4.958 2.174 -4.604 -0.687
C -4.914 1.911 -3.302 1.067
H -5.940 5.117 -1.505 0.340
H -6.248 5.144 -3.294 0.354
H -5.111 6.290 -2.544 0.394
H -4.070 4.256 -3.830 0.635
H -3.438 4.716 -2.242 0.129
H -4.350 4.604 -0.333 0.527
H -5.104 3.595 0.861 0.589
H -2.722 4.467 1.206 0.580
H -2.847 2.749 1.546 0.274
H -2.024 3.746 -1.304 0.234
H -0.833 3.796 0.040 0.725
H 2.086 -2.174 -2.010 0.347
H 2.770 -2.788 -4.232 0.357
H 2.088 -1.516 -6.212 0.386
H 0.682 0.532 -5.892 0.362
H -0.037 1.217 -3.662 0.371
H 0.049 -2.108 0.215 0.486
H 1.304 -3.062 2.044 0.403
H 3.499 -2.023 2.725 0.366
H 4.329 -0.066 1.478 0.353
H 3.009 0.920 -0.446 0.442
C 7.111 -2.005 5.886 -0.595
C 8.331 -1.988 6.556 -0.407
C 9.440 -1.404 5.967 -0.684
C 9.338 -0.844 4.699 0.466
C 8.120 -0.882 4.017 -0.037
C 7.006 -1.454 4.620 -0.418
C 8.005 -0.330 2.640 0.422
O 6.944 -0.360 2.048 -0.639
C 9.215 0.250 2.001 0.149
C 9.140 0.718 0.695 -0.508
C 10.258 1.272 0.093 -0.515
C 11.454 1.369 0.797 -0.463
C 11.536 0.899 2.097 -0.579
C 10.421 0.330 2.700 0.201
C 10.532 -0.203 4.085 0.542
O 11.576 -0.122 4.699 -0.671
H 6.243 -2.454 6.352 0.409
H 8.414 -2.430 7.541 0.389
H 10.386 -1.387 6.491 0.473
H 6.059 -1.472 4.098 0.701
H 8.210 0.646 0.146 0.483
H 10.199 1.632 -0.927 0.405
H 12.325 1.809 0.327 0.400
H 12.468 0.971 2.642 0.470
```

The HOMO-LUMO gap is 6.2303 eV. For the LUMO energy, the calculation gives -2.12 eV. For the molar mass, the calculation gives 1122.038 g/mol. The calculation puts the highest occupied orbital energy at -8.354 eV. For the calculated total energy, the calculation gives -155071.34680 eV.



Formula: C6H14N2O
Source: the OMol25 dataset
Level of theory: ωB97M-V with the def2-TZVPD basis set

Structure (XYZ):
```
23
Properties=species:S:1:pos:R:3:mulliken_charge:R:1
C 2.096 1.215 -0.411 -0.702
C 0.848 -0.945 -0.540 -0.122
C -1.379 0.090 -0.021 1.289
C -1.041 1.672 0.232 -1.013
C -1.458 -0.546 1.319 -1.132
C -2.829 -0.269 -0.691 -0.977
H 2.935 0.719 -1.008 0.363
H 2.267 2.340 0.452 0.257
H 1.072 1.225 -1.310 0.206
H 3.015 -1.064 1.361 0.320
H 1.408 -1.976 -0.953 0.256
H -1.033 2.269 -0.804 0.261
H -0.088 1.447 0.843 0.239
H -1.792 2.019 1.068 0.323
H -1.183 -1.644 1.097 0.421
H -0.848 -0.028 2.385 0.219
H -2.889 -0.700 1.619 0.127
H -2.947 -1.390 -1.227 0.280
H -3.583 -0.575 0.589 0.146
H -3.192 0.691 -1.581 0.222
N 1.457 0.033 0.258 0.138
N -0.423 -0.741 -0.879 -0.548
O 2.775 -0.710 0.312 -0.573
```

The energy relative to the best compared isomer or geometry (same formula, charge and spin) is 1393.7 kJ/mol. The HOMO-LUMO gap is 9.4335 eV. For the LUMO energy, the calculation gives 0.45 eV. For the molar mass, the calculation gives 130.191 g/mol. The calculation puts the highest occupied orbital energy at -8.983 eV. For the calculated total energy, the calculation gives -11463.32511 eV.



Formula: C20H22N4O4S3
Source: the OMol25 dataset
Level of theory: ωB97M-V with the def2-TZVPD basis set

Structure (XYZ):
```
53
Properties=species:S:1:pos:R:3:mulliken_charge:R:1
C 3.671 -1.807 2.212 -1.789
C 2.902 -0.568 1.884 0.880
C 3.260 0.650 2.465 -0.734
C 2.593 1.830 2.192 -0.529
C 1.538 1.822 1.287 -0.138
N 0.769 2.949 0.969 -0.214
C 0.341 3.883 1.862 0.547
O 0.866 4.130 2.920 -0.608
C -0.935 4.581 1.392 -0.811
S -2.381 3.528 1.810 -0.160
C -2.263 2.333 0.570 0.733
N -1.518 2.372 -0.496 -0.510
N -1.705 1.207 -1.146 -0.582
C -2.554 0.509 -0.452 0.644
C -3.005 -0.809 -0.725 0.287
C -3.817 -1.595 0.055 -0.550
C -3.999 -2.874 -0.490 -0.576
C -3.327 -3.040 -1.665 -0.357
S -2.456 -1.645 -2.130 -0.074
O -2.961 1.186 0.661 -0.400
C 1.173 0.619 0.695 0.093
C 1.825 -0.556 1.005 0.247
S 1.077 -1.977 0.180 0.884
O -0.328 -1.698 0.065 -0.432
O 1.456 -3.213 0.801 -0.779
N 1.696 -1.992 -1.358 0.270
C 1.302 -0.922 -2.244 0.351
C 1.522 -1.363 -3.689 -0.819
C 2.985 -1.748 -3.895 -0.737
C 3.375 -2.830 -2.891 -0.847
C 3.090 -2.349 -1.470 -0.454
H 3.069 -2.691 2.032 0.396
H 3.993 -1.789 3.251 0.515
H 4.564 -1.865 1.587 0.288
H 4.083 0.664 3.164 0.434
H 2.869 2.748 2.685 0.452
H 0.182 2.822 0.143 0.452
H -1.087 5.498 1.958 0.410
H -0.952 4.769 0.321 0.373
H -4.249 -1.256 0.979 0.504
H -4.596 -3.641 -0.031 0.410
H -3.295 -3.915 -2.284 0.490
H 0.342 0.570 0.011 -0.145
H 0.249 -0.711 -2.059 -0.467
H 1.891 -0.012 -2.042 0.262
H 1.237 -0.552 -4.361 0.380
H 0.884 -2.223 -3.894 0.306
H 3.140 -2.107 -4.913 0.352
H 3.617 -0.869 -3.747 0.336
H 4.433 -3.080 -2.986 0.368
H 2.788 -3.730 -3.080 0.326
H 3.275 -3.140 -0.743 0.414
H 3.734 -1.485 -1.234 0.308
```

As for the structure (SMILES): Cc1ccc(NC(=O)CSc2nnc(-c3cccs3)o2)cc1S(=O)(=O)N1CCCCC1. The energy relative to the best compared isomer or geometry (same formula, charge and spin) is 0.0 kJ/mol. The HOMO-LUMO gap is 8.5766 eV. For the LUMO energy, the calculation gives 0.15 eV. For the molar mass, the calculation gives 478.621 g/mol. The calculation puts the highest occupied orbital energy at -8.429 eV. For the calculated total energy, the calculation gives -67753.00912 eV.



Formula: C3H8O2
Source: the OMol25 dataset
Level of theory: ωB97M-V with the def2-TZVPD basis set

Structure (XYZ):
```
13
Properties=species:S:1:pos:R:3:mulliken_charge:R:1
C -0.511 -0.093 1.299 -0.830
C -0.521 0.621 0.169 0.615
C -1.650 0.599 -0.802 -1.052
O 0.557 1.330 -0.300 -0.487
H -1.442 -0.432 1.729 0.263
H 0.388 -0.531 1.723 0.269
H -2.529 0.050 -0.520 0.341
H -1.202 0.275 -1.748 0.272
H -1.923 1.619 -1.094 0.285
H 1.308 0.732 -0.139 0.332
O 2.438 -1.100 -0.381 -0.660
H 1.816 -1.726 0.009 0.329
H 3.271 -1.343 0.055 0.325
```

As for the structure (SMILES): C=C(C)O.O. The energy relative to the best compared isomer or geometry (same formula, charge and spin) is 130.5 kJ/mol. The HOMO-LUMO gap is 9.2302 eV. For the LUMO energy, the calculation gives 0.56 eV. For the molar mass, the calculation gives 76.095 g/mol. The calculation puts the highest occupied orbital energy at -8.675 eV. For the calculated total energy, the calculation gives -7334.69769 eV.